{
  "formula": "C38H29Cl2CuF18N8O22S6",
  "method": "ωB97M-V/def2-TZVPD",
  "gap_ev": [3.784, 4.934],
  "spin_multiplicity": 3,
  "homo_energy_ev": [-1.264, -4.426],
  "total_charge": -2,
  "energy_ev": -280431.63906,
  "species": ["Cu", "C", "F", "F", "F", "S", "O", "O", "N", "S", "O", "O", "C", "F", "F", "F", "C", "F", "F", "F", "S", "O", "O", "N", "S", "O", "O", "C", "F", "F", "F", "C", "F", "F", "F", "S", "O", "O", "N", "S", "O", "O", "C", "F", "F", "F", "Cl", "C", "C", "Cl", "H", "H", "H", "H", "C", "C", "C", "C", "C", "C", "N", "O", "O", "H", "H", "H", "H", "H", "C", "C", "C", "C", "C", "C", "N", "O", "O", "H", "H", "H", "H", "H", "C", "C", "C", "C", "C", "C", "N", "O", "O", "H", "H", "H", "H", "H", "C", "C", "C", "C", "C", "C", "N", "O", "O", "H", "H", "H", "H", "H", "C", "C", "C", "C", "C", "C", "N", "O", "O", "H", "H", "H", "H", "H"],
  "coordinates": [[0.660, 1.930, 1.992], [3.604, 5.077, 0.963], [2.756, 5.260, 0.018], [4.580, 4.361, 0.651], [4.226, 6.211, 1.322], [2.670, 4.356, 2.507], [3.203, 3.011, 2.665], [2.822, 5.252, 3.676], [0.970, 4.037, 2.082], [0.284, 5.445, 1.989], [1.011, 6.592, 1.504], [-0.970, 5.363, 1.171], [-0.173, 5.914, 3.937], [0.597, 6.920, 4.342], [-1.434, 6.310, 4.062], [0.053, 4.824, 4.612], [0.475, -2.217, 2.358], [1.734, -2.398, 2.141], [-0.304, -3.360, 2.420], [0.243, -1.574, 3.469], [-0.300, -1.087, 0.983], [-0.723, -1.821, -0.186], [-1.450, -0.420, 1.672], [0.968, 0.194, 0.827], [1.772, -0.283, -0.397], [2.271, -1.652, -0.331], [1.014, 0.092, -1.604], [3.346, 0.967, -0.444], [4.148, 0.662, -1.460], [2.847, 2.226, -0.526], [3.900, 0.734, 0.744], [-1.085, 2.538, -2.120], [-1.495, 3.661, -2.779], [-1.309, 1.452, -2.899], [0.172, 2.550, -1.929], [-2.102, 2.362, -0.428], [-2.599, 1.012, -0.464], [-1.063, 2.667, 0.580], [-3.369, 3.628, -0.501], [-4.436, 3.127, -1.628], [-4.979, 4.296, -2.270], [-4.054, 2.178, -2.681], [-5.812, 2.415, -0.517], [-5.324, 2.124, 0.717], [-6.766, 3.381, -0.323], [-6.277, 1.247, -1.012], [4.668, 2.320, -8.275], [5.370, 2.185, -6.675], [4.439, 1.358, -5.648], [5.290, 1.361, -4.075], [5.595, 3.191, -6.321], [6.343, 1.748, -6.898], [4.301, 0.329, -5.978], [3.472, 1.831, -5.473], [-5.940, -1.704, -2.517], [-7.033, -2.236, -1.875], [-6.961, -2.549, -0.531], [-5.708, -2.371, 0.149], [-4.550, -2.010, -0.477], [-4.746, -1.606, -1.840], [-5.721, -2.619, 1.605], [-4.775, -2.237, 2.254], [-6.698, -3.178, 2.080], [-6.045, -1.550, -3.581], [-7.971, -2.352, -2.397], [-7.876, -2.736, 0.012], [-3.540, -1.979, -0.096], [-3.973, -1.123, -2.418], [-4.586, -0.336, 6.414], [-4.066, 0.931, 6.732], [-3.293, 1.558, 5.779], [-3.131, 1.028, 4.572], [-3.707, -0.124, 4.241], [-4.374, -0.868, 5.177], [-2.328, 1.791, 3.585], [-2.901, 2.582, 2.950], [-1.110, 1.569, 3.686], [-5.118, -0.900, 7.166], [-4.127, 1.204, 7.775], [-2.670, 2.397, 6.052], [-3.597, -0.591, 3.273], [-4.761, -1.839, 4.903], [-2.194, -1.427, -4.415], [-2.534, -1.829, -5.733], [-1.817, -2.898, -6.316], [-0.895, -3.641, -5.671], [-0.642, -3.280, -4.289], [-1.273, -2.218, -3.735], [-0.041, -4.687, -6.322], [0.565, -5.347, -5.563], [-0.298, -4.820, -7.563], [-2.763, -0.595, -4.028], [-3.269, -1.292, -6.314], [-2.085, -3.085, -7.345], [0.135, -3.798, -3.747], [-0.988, -2.110, -2.699], [4.884, -2.336, 5.500], [4.497, -1.511, 6.582], [3.771, -0.366, 6.440], [3.274, -0.005, 5.151], [3.591, -0.799, 4.077], [4.372, -1.961, 4.237], [2.412, 1.143, 4.954], [1.759, 1.309, 3.944], [2.399, 1.977, 5.921], [5.356, -3.275, 5.748], [4.796, -1.854, 7.561], [3.433, 0.200, 7.295], [3.216, -0.544, 3.097], [4.528, -2.670, 3.437], [5.875, -2.344, -3.602], [5.345, -2.342, -2.327], [4.424, -3.279, -1.886], [3.972, -4.250, -2.807], [4.459, -4.196, -4.140], [5.311, -3.201, -4.524], [2.904, -5.153, -2.302], [2.521, -6.024, -3.020], [2.397, -5.006, -1.157], [6.479, -1.457, -3.719], [5.856, -1.571, -1.770], [4.049, -3.331, -0.875], [4.044, -4.957, -4.785], [5.702, -3.206, -5.531]],
  "atomic_forces_ev_per_a": [[-0.1192, 0.3982, 0.3761], [-1.2720, 2.5100, 2.9588], [-0.6156, 0.0939, -1.5927], [2.2555, -3.8274, -1.4722], [-1.0968, 1.1654, 0.3856], [-0.1025, -1.4060, 3.3129], [-0.1103, 1.3385, -1.1146], [-0.4716, -1.2448, -3.0720], [3.9588, -0.2281, 0.3806], [-6.7639, 3.1584, -2.2070], [1.7939, -0.5939, 1.0501], [2.2682, -0.7792, 2.8964], [0.6513, 0.1204, -2.6657], [0.0171, -0.2513, 0.0941], [-0.1085, -0.2986, -0.0866], [-0.1096, -0.4094, 0.9307], [-2.5293, 0.1440, -0.7614], [0.2921, -0.9394, 0.2758], [1.6325, 1.0429, -0.5638], [0.4798, 0.2597, 0.5747], [-3.9028, 2.3244, 2.0240], [1.5408, 0.2499, 0.6172], [3.3134, -1.3448, -0.9993], [-2.7352, -1.4509, 3.0360], [1.7112, 0.9272, -5.7827], [-0.1171, 1.3518, 0.3095], [1.5021, -0.8695, 1.1669], [-3.0657, -1.7411, 0.9881], [-0.3142, 0.5834, 0.8296], [1.0821, -0.9943, -0.0668], [0.8562, 0.7962, -0.5276], [-2.8863, -0.3536, -0.6292], [0.5829, -1.0360, 0.5212], [-0.5115, 0.7344, 0.3361], [2.0519, 0.9970, 0.7970], [-0.1300, 1.3869, -0.3425], [-0.0759, 0.5125, 0.1244], [-0.9932, -0.2682, -0.7512], [2.4818, -3.3879, -0.6900], [0.6462, 1.0659, -2.0658], [-0.7528, 0.3764, 1.1417], [-0.1528, -0.3643, 2.1482], [0.6395, 0.0948, 0.9755], [-0.4171, 0.1853, -0.9231], [0.5534, -1.6269, -0.6021], [-0.4841, 1.1897, 0.1184], [-0.7523, 0.0881, -0.6716], [-0.3401, -0.6364, 1.1791], [1.4552, 1.0460, -1.0916], [0.0211, -0.0788, -0.2285], [-0.4276, -0.0966, 0.2346], [-0.1762, -0.5127, 0.7121], [0.0822, 0.1515, 0.0306], [0.1872, 0.0587, -0.2762], [0.1499, -0.9351, 0.0256], [-0.6604, -0.2787, 0.9219], [1.0620, 0.9955, 0.3922], [-1.7793, -0.8295, 0.0024], [-0.3901, 1.0069, -2.5149], [0.6695, 0.2490, 0.2901], [-0.2974, -0.2262, -0.1497], [0.2413, -0.0600, 0.0144], [0.1502, 0.0800, -0.0204], [0.3866, 0.5960, -0.0354], [-0.1130, -0.0214, -0.0150], [0.2617, -0.3897, 0.1953], [-0.2062, 0.1691, 0.5566], [0.5475, -0.2877, 0.4656], [-0.0639, 0.7836, 0.9830], [-0.0770, -1.7715, 0.0601], [0.6153, 1.8308, 2.9260], [0.5574, 0.6182, -1.7885], [-0.1867, -2.5348, -2.0104], [-0.7308, -0.3527, -0.0153], [1.3606, -2.2200, 2.9615], [-0.6727, 1.8928, -2.1343], [-0.2524, 0.5768, -1.0581], [-0.0786, -0.0218, 0.1044], [0.0274, 0.6564, -0.1284], [-0.2277, 0.4182, 0.0459], [0.2353, 0.3603, -0.2482], [-0.0139, -0.0321, -0.0398], [-1.1471, -0.9053, -2.0471], [1.5953, -0.2703, 1.5793], [-1.8535, 0.9715, -1.7337], [1.4651, 1.0735, 2.8332], [0.7101, -1.4714, -2.8384], [-0.0606, 0.3558, 1.3095], [-4.9014, 2.2135, -2.2972], [2.1575, -1.8097, -0.0079], [1.8556, -0.4901, 2.5606], [0.4608, 0.1476, 0.4995], [0.0041, -0.0085, -0.0068], [0.2906, -0.3522, -0.1518], [-0.1532, -0.1541, 0.1270], [-0.2862, 0.8689, 0.1935], [-1.5575, 1.2776, -0.1394], [0.8841, -0.8789, -0.2614], [-1.0395, 0.6672, -0.5669], [-0.8546, 1.3649, 0.4055], [0.7292, -1.5039, -0.9168], [0.1754, -0.2279, 1.0897], [3.9421, -1.5121, 4.7439], [-3.3224, 0.0026, -4.8223], [-0.3733, 0.1345, -0.0043], [0.2130, -0.0552, -0.4750], [-0.0008, 0.2133, 0.3167], [0.1523, 0.1490, -0.0378], [-0.0733, 0.0508, -0.0052], [0.0182, 0.2840, -0.4737], [-1.6871, 0.7229, 0.7951], [1.0177, -0.1054, 0.2395], [-0.2990, -0.8964, -0.4070], [0.9273, 2.2029, 0.7859], [-2.1367, -1.3839, 1.6258], [1.6486, -0.3074, -0.9910], [-0.9493, 0.3357, 2.4311], [-0.0085, -1.0302, -1.6243], [1.7818, 0.5647, -2.0781], [0.5118, -0.4136, -1.1477], [-0.7612, -0.1364, 1.1355], [-0.0596, 0.2803, -0.0170], [0.1740, 0.1349, -0.4776], [-0.2267, 0.0127, -0.2720]]
}



{
  "formula": "C38H29FN2O24S",
  "method": "ωB97M-V/def2-TZVPD",
  "smiles": "CC(=O)OCN(c1cccnc1)S(=O)(=O)F.O=C1C=C(O)C(=O)C=C1O.O=C1C=C(O)C(=O)C=C1O.O=C1C=C(O)C(=O)C=C1O.O=C1C=C(O)C(=O)C=C1O.O=C1C=C(O)C(=O)C=C1O",
  "gap_ev": 7.895,
  "homo_energy_ev": -9.497,
  "energy_ev": -105547.01292,
  "species": ["C", "C", "O", "O", "C", "N", "C", "C", "C", "C", "N", "C", "S", "O", "O", "F", "H", "H", "H", "H", "H", "H", "H", "H", "H", "O", "C", "C", "C", "O", "C", "O", "C", "C", "O", "H", "H", "H", "H", "O", "C", "C", "C", "O", "C", "O", "C", "C", "O", "H", "H", "H", "H", "O", "C", "C", "C", "O", "C", "O", "C", "C", "O", "H", "H", "H", "H", "O", "C", "C", "C", "O", "C", "O", "C", "C", "O", "H", "H", "H", "H", "O", "C", "C", "C", "O", "C", "O", "C", "C", "O", "H", "H", "H", "H"],
  "coordinates": [[4.802, 0.889, 4.915], [4.506, 1.635, 3.647], [4.643, 1.217, 2.523], [4.063, 2.911, 3.901], [3.102, 3.440, 3.008], [1.829, 3.692, 3.672], [1.021, 2.505, 3.872], [0.931, 1.800, 5.056], [0.110, 0.685, 5.071], [-0.563, 0.330, 3.915], [-0.491, 1.021, 2.782], [0.291, 2.091, 2.770], [1.913, 4.779, 4.906], [2.513, 4.285, 6.092], [2.311, 6.023, 4.354], [0.376, 4.846, 5.180], [5.437, 1.508, 5.551], [5.335, -0.025, 4.672], [3.877, 0.693, 5.455], [3.465, 4.370, 2.572], [2.902, 2.744, 2.196], [1.483, 2.092, 5.940], [-0.008, 0.092, 5.967], [-1.191, -0.549, 3.909], [0.369, 2.660, 1.851], [2.549, 7.385, -3.309], [2.160, 6.740, -2.353], [2.043, 7.247, -1.005], [1.613, 6.425, -0.035], [1.482, 6.792, 1.227], [1.243, 4.983, -0.312], [0.872, 4.323, 0.646], [1.345, 4.476, -1.659], [1.774, 5.300, -2.627], [1.903, 4.949, -3.894], [2.312, 8.277, -0.818], [1.177, 6.012, 1.731], [1.067, 3.449, -1.846], [2.235, 5.742, -4.361], [-1.592, -1.894, 1.984], [-1.595, -2.027, 0.772], [-1.036, -1.049, -0.129], [-1.083, -1.267, -1.453], [-0.581, -0.429, -2.341], [-1.718, -2.515, -2.031], [-1.725, -2.636, -3.243], [-2.258, -3.505, -1.121], [-2.207, -3.288, 0.201], [-2.676, -4.145, 1.095], [-0.595, -0.164, 0.308], [-0.729, -0.788, -3.240], [-2.688, -4.401, -1.546], [-2.539, -3.769, 1.987], [-6.861, -5.035, 6.043], [-6.188, -4.125, 5.597], [-4.895, -4.290, 4.964], [-4.248, -3.203, 4.525], [-3.063, -3.235, 3.930], [-4.813, -1.807, 4.670], [-4.123, -0.896, 4.252], [-6.113, -1.644, 5.285], [-6.765, -2.731, 5.721], [-7.955, -2.697, 6.297], [-4.496, -5.290, 4.867], [-2.829, -2.311, 3.694], [-6.516, -0.645, 5.373], [-8.178, -3.625, 6.513], [2.410, -7.329, -1.484], [2.502, -6.359, -2.213], [3.626, -6.081, -3.082], [3.613, -4.967, -3.830], [4.586, -4.620, -4.657], [2.463, -3.985, -3.795], [2.559, -2.998, -4.505], [1.336, -4.273, -2.941], [1.343, -5.387, -2.197], [0.352, -5.728, -1.390], [4.445, -6.786, -3.100], [4.311, -3.772, -5.059], [0.511, -3.578, -2.930], [0.614, -6.570, -0.967], [-0.554, 1.369, -10.071], [-0.636, 0.944, -8.933], [-0.105, -0.321, -8.482], [-0.275, -0.680, -7.200], [0.175, -1.816, -6.699], [-1.009, 0.201, -6.210], [-1.124, -0.227, -5.074], [-1.526, 1.473, -6.654], [-1.353, 1.831, -7.935], [-1.781, 2.970, -8.448], [0.415, -0.943, -9.197], [-0.075, -1.844, -5.755], [-2.038, 2.098, -5.935], [-1.519, 2.955, -9.392]],
  "atomic_forces_ev_per_a": [[0.4433, 0.3011, -0.1578], [0.1492, -0.0628, -0.7107], [-0.3153, 0.2093, 0.7876], [-0.2211, -0.5150, 0.2637], [-0.0550, 0.4395, -0.7203], [0.2416, -0.4629, 0.4854], [0.0087, 0.3185, 0.0437], [0.1218, -0.1439, 0.1502], [0.0219, -0.0055, 0.0108], [-0.1163, -0.0639, 0.1606], [0.0929, -0.1198, -0.1427], [-0.0453, 0.0028, -0.1315], [-0.0346, 0.1221, -0.3007], [-0.1724, -0.0474, 0.0708], [0.0039, -0.0031, -0.0100], [0.1180, 0.0822, 0.0219], [-0.1029, 0.0198, 0.0382], [-0.1581, -0.0857, 0.0258], [-0.0185, -0.0503, -0.0452], [0.1092, 0.0548, 0.2376], [0.0541, -0.0361, 0.0339], [0.0033, 0.0981, -0.0249], [0.0278, 0.0021, 0.0159], [-0.0747, 0.0206, -0.0941], [-0.1194, -0.0895, 0.0568], [-0.0091, -0.0205, -0.0522], [-0.0065, 0.0715, 0.1153], [0.0320, 0.0938, -0.0491], [0.0322, 0.0324, -0.0095], [0.0211, 0.0088, 0.0007], [-0.0371, -0.0856, -0.1044], [0.0891, 0.1576, -0.0319], [-0.0336, -0.0801, 0.0154], [-0.0161, -0.0358, 0.0229], [-0.0052, -0.0421, -0.0282], [0.0013, -0.0066, 0.0256], [-0.0046, -0.0159, 0.0030], [0.0094, -0.0008, -0.0148], [0.0130, 0.0404, 0.0196], [-0.1639, -0.2900, 0.0657], [0.1170, 0.2192, -0.0457], [0.0532, 0.0720, -0.0166], [0.0453, -0.0232, 0.0186], [0.0676, -0.0758, 0.0048], [-0.1124, -0.1369, 0.1604], [0.1352, 0.0578, -0.0393], [-0.0726, 0.0076, -0.0913], [0.0052, 0.0185, -0.0135], [0.0083, 0.0007, 0.0114], [-0.0343, 0.0081, 0.0174], [-0.1824, 0.1249, 0.0154], [0.0047, -0.0123, 0.0208], [-0.0073, 0.0028, 0.0064], [-0.0579, 0.0132, 0.0146], [0.1271, -0.0461, -0.0618], [-0.0175, -0.1103, 0.0185], [0.0097, -0.0093, -0.0090], [-0.0206, -0.0793, 0.0301], [-0.1077, 0.0604, 0.0665], [0.0421, -0.0140, -0.0214], [0.0167, 0.0973, -0.0240], [-0.0014, 0.0391, -0.0032], [-0.0218, 0.0300, 0.0124], [0.0156, 0.0098, -0.0044], [0.0253, 0.0009, -0.0495], [-0.0147, -0.0090, 0.0138], [0.0234, -0.0336, -0.0033], [-0.0526, -0.0098, 0.0243], [0.1179, -0.0056, -0.0753], [0.0260, -0.0863, 0.0420], [0.0252, -0.0282, 0.0111], [0.0350, -0.0141, -0.0049], [-0.1056, -0.0269, 0.0637], [0.0397, -0.0136, -0.0420], [-0.0571, 0.1332, -0.0011], [-0.0352, 0.0835, -0.0308], [-0.0111, -0.0564, 0.0605], [0.0120, 0.0165, -0.0102], [-0.0330, 0.0221, 0.0084], [-0.0299, -0.0077, -0.0470], [0.0633, -0.0146, -0.0253], [-0.0135, 0.0600, -0.0092], [0.0688, -0.1343, 0.0133], [0.0272, 0.0067, -0.1082], [0.0108, -0.0050, -0.0181], [-0.0086, -0.0173, -0.0163], [-0.0405, 0.0662, -0.0177], [0.1207, -0.0160, -0.0245], [-0.0405, 0.0092, 0.0819], [-0.0184, 0.0119, 0.0369], [-0.0247, 0.0350, 0.0169], [-0.0030, -0.0214, 0.0191], [-0.0169, 0.0145, 0.0191], [-0.0054, 0.0093, -0.0144], [0.0189, -0.0349, -0.0234]]
}



Number 1 is which compound?
C38H29Cl2CuF18N8O22S6